Record 1
Formula: C4H3N3O
Source: OMol25
Level of theory: ωB97M-V/def2-TZVPD

HOMO	-8.79	eV
orbital gap	8.18	eV
energy above the lowest of the compared OMol25 structures with the same formula, charge and spin	121.11	kcal/mol
SMILES	[H]/N=c1\[nH]nc(C#C)o1
max |F|	7.48	eV Å⁻¹
E_LUMO	-0.022	Ha

Geometry (Å):
H (0.064, 2.402, -2.563)
N (0.529, 1.866, -1.813)
C (-0.039, 1.109, -0.888)
N (-1.148, 0.428, -0.966)
N (-1.406, -0.525, -0.091)
C (-0.268, -0.408, 0.697)
C (0.473, -1.463, 1.309)
C (1.276, -2.046, 2.113)
O (0.721, 0.418, 0.159)
H (-1.962, 1.114, -1.174)
H (1.649, -2.399, 3.176)

Record 2
Formula: C21H31N5O5PTc
Source: OMol25
Level of theory: ωB97M-V/def2-TZVPD

HOMO (alpha / beta)	-9.88 / -11.06	eV
orbital gap (alpha / beta)	7.27 / 7.24	eV
total charge	+1
energy above the lowest of the compared OMol25 structures with the same formula, charge and spin	17.13	kcal/mol
<S²>	3.80
max |F|	1.93	eV Å⁻¹
multiplicity	4
E_LUMO (alpha / beta)	-0.096 / -0.140	Ha

Geometry (Å):
Tc (-0.253, -0.063, 0.288)
N (-1.799, -1.076, 1.591)
C (-2.127, -0.432, 2.867)
C (-0.870, -0.022, 3.644)
N (0.076, 0.730, 2.825)
C (-0.075, 2.179, 2.813)
C (-1.272, 2.622, 1.966)
N (-1.198, 2.061, 0.612)
H (-2.664, -1.080, 1.049)
H (-1.517, -2.043, 1.747)
H (-2.726, -1.092, 3.506)
H (-2.738, 0.437, 2.638)
H (-0.365, -0.929, 3.979)
H (-1.175, 0.556, 4.529)
H (1.027, 0.497, 3.087)
H (0.835, 2.601, 2.384)
H (-0.197, 2.585, 3.828)
H (-1.302, 3.721, 1.950)
H (-2.193, 2.275, 2.435)
H (-0.608, 2.650, 0.029)
H (-2.128, 2.079, 0.203)
C (3.618, 0.972, 1.344)
O (2.582, 1.722, 0.734)
P (1.655, 1.194, -0.477)
O (2.813, 0.702, -1.459)
C (2.720, -0.329, -2.447)
O (1.202, 2.656, -0.989)
C (2.047, 3.808, -0.892)
H (4.491, 1.622, 1.410)
H (3.863, 0.090, 0.757)
H (3.311, 0.674, 2.346)
H (3.410, -1.124, -2.165)
H (3.020, 0.097, -3.403)
H (1.702, -0.707, -2.527)
H (1.855, 4.422, -1.768)
H (3.098, 3.533, -0.854)
H (1.789, 4.360, 0.014)
O (-0.328, -0.549, -3.009)
C (-1.446, -0.334, -2.592)
N (-1.708, -0.059, -1.263)
C (-3.047, 0.160, -1.086)
O (-3.559, 0.427, -0.006)
C (-3.724, 0.032, -2.394)
C (-5.055, 0.145, -2.741)
C (-5.384, -0.049, -4.081)
C (-4.405, -0.349, -5.017)
C (-3.063, -0.476, -4.660)
C (-2.735, -0.279, -3.334)
H (-5.808, 0.371, -2.001)
H (-6.415, 0.035, -4.393)
H (-4.692, -0.503, -6.047)
H (-2.310, -0.729, -5.390)
N (0.883, -1.421, 0.695)
C (1.811, -2.336, 0.789)
C (2.694, -2.410, 1.905)
C (3.675, -3.369, 1.968)
C (3.830, -4.296, 0.945)
C (2.970, -4.259, -0.147)
C (1.979, -3.314, -0.235)
H (2.587, -1.689, 2.701)
H (4.334, -3.408, 2.823)
H (4.622, -5.026, 0.990)
H (3.079, -4.989, -0.935)
H (1.308, -3.272, -1.079)

Record 3
Formula: C46H96F16N9O18S8
Source: OMol25
Level of theory: ωB97M-V/def2-TZVPD

HOMO	-9.57	eV
orbital gap	7.14	eV
total charge	+1
energy above the lowest of the compared OMol25 structures with the same formula, charge and spin	147.30	kcal/mol
max |F|	10.42	eV Å⁻¹
E_LUMO	-0.089	Ha

Geometry (Å):
C (-8.639, -6.101, 0.281)
O (-7.659, -5.125, 0.587)
C (-6.492, -5.591, 1.039)
C (-5.618, -4.461, 1.533)
N (-4.438, -5.035, 2.405)
H (-4.054, -4.329, 3.017)
H (-4.867, -5.716, 3.015)
C (-3.271, -5.728, 1.691)
C (-2.315, -4.755, 1.054)
O (-2.946, -4.222, -0.128)
C (-2.112, -3.243, -0.733)
H (-8.973, -6.645, 1.164)
H (-8.312, -6.742, -0.538)
H (-9.535, -5.603, -0.089)
H (-6.089, -6.269, 0.286)
H (-6.785, -6.179, 1.908)
H (-6.231, -3.854, 2.199)
H (-5.231, -3.968, 0.641)
H (-3.600, -6.550, 1.055)
H (-2.754, -6.179, 2.538)
H (-1.515, -5.392, 0.675)
H (-1.844, -4.055, 1.744)
H (-1.207, -3.105, -0.141)
H (-2.610, -2.288, -0.899)
H (-1.802, -3.575, -1.724)
C (6.354, 2.255, -4.737)
C (6.550, 3.123, -3.483)
C (5.563, 2.729, -2.305)
C (5.873, 3.573, -1.001)
N (5.126, 3.036, 0.217)
C (5.601, 3.815, 1.494)
C (5.113, 2.837, 2.707)
C (5.093, 1.439, 2.100)
C (5.454, 1.566, 0.610)
C (3.606, 3.107, -0.006)
H (6.733, 2.806, -5.597)
H (5.353, 2.042, -5.113)
H (6.971, 1.357, -4.768)
H (6.297, 4.173, -3.625)
H (7.527, 3.181, -3.003)
H (5.655, 1.660, -2.114)
H (4.573, 3.077, -2.600)
H (5.602, 4.622, -1.116)
H (6.915, 3.483, -0.692)
H (5.083, 4.765, 1.628)
H (6.664, 4.057, 1.506)
H (4.203, 3.290, 3.099)
H (5.906, 2.816, 3.454)
H (4.069, 1.089, 2.234)
H (5.787, 0.746, 2.575)
H (4.960, 0.846, -0.043)
H (6.505, 1.376, 0.394)
H (3.287, 2.216, -0.546)
H (3.394, 4.039, -0.531)
H (3.139, 3.187, 0.975)
C (-5.563, 1.261, -2.964)
C (-4.507, 1.586, -1.877)
C (-4.994, 1.111, -0.486)
C (-3.912, 1.468, 0.538)
N (-4.091, 0.965, 1.961)
C (-5.309, 1.562, 2.569)
C (-5.170, 1.461, 4.110)
C (-3.619, 1.526, 4.319)
C (-2.978, 1.465, 2.938)
C (-4.015, -0.546, 2.059)
H (-5.797, 0.215, -3.164)
H (-5.204, 1.649, -3.917)
H (-6.556, 1.691, -2.830)
H (-4.373, 2.666, -1.935)
H (-3.567, 1.129, -2.183)
H (-5.170, 0.037, -0.554)
H (-5.969, 1.488, -0.177)
H (-3.875, 2.548, 0.686)
H (-3.039, 1.079, 0.014)
H (-6.246, 1.174, 2.169)
H (-5.333, 2.604, 2.250)
H (-5.703, 0.555, 4.398)
H (-5.722, 2.233, 4.646)
H (-3.350, 0.698, 4.975)
H (-3.385, 2.476, 4.800)
H (-2.086, 0.839, 2.961)
H (-2.658, 2.466, 2.650)
H (-4.152, -0.866, 3.092)
H (-3.012, -0.898, 1.818)
H (-4.758, -1.008, 1.409)
C (5.024, -3.542, -7.343)
C (4.856, -4.020, -5.987)
C (3.360, -4.353, -5.835)
C (3.031, -4.634, -4.360)
N (1.540, -4.745, -3.903)
C (0.806, -5.925, -4.672)
C (-0.466, -5.337, -5.288)
C (-0.125, -3.833, -5.464)
C (0.657, -3.512, -4.231)
C (1.388, -5.007, -2.402)
H (4.399, -2.668, -7.525)
H (4.603, -4.251, -8.055)
H (6.060, -3.371, -7.636)
H (5.172, -3.187, -5.359)
H (5.458, -4.918, -5.849)
H (3.078, -5.197, -6.464)
H (2.771, -3.455, -6.023)
H (3.502, -3.801, -3.839)
H (3.446, -5.621, -4.152)
H (0.617, -6.756, -3.992)
H (1.438, -6.233, -5.505)
H (-1.290, -5.369, -4.576)
H (-0.641, -5.924, -6.190)
H (-0.962, -3.158, -5.642)
H (0.498, -3.858, -6.358)
H (-0.133, -3.440, -3.484)
H (1.226, -2.587, -4.135)
H (0.328, -5.182, -2.215)
H (1.747, -4.134, -1.857)
H (2.124, -5.798, -2.257)
C (-0.293, 5.928, 3.543)
C (0.352, 5.614, 2.225)
C (-0.470, 4.964, 1.106)
C (0.398, 4.575, -0.159)
N (-0.283, 5.037, -1.466)
C (0.772, 5.019, -2.641)
C (0.176, 5.893, -3.726)
C (-0.777, 6.818, -3.019)
C (-0.686, 6.510, -1.502)
C (-1.548, 4.157, -1.758)
H (-0.657, 5.055, 4.085)
H (-1.143, 6.565, 3.299)
H (0.347, 6.474, 4.236)
H (1.246, 5.009, 2.375)
H (0.780, 6.526, 1.808)
H (-1.371, 5.544, 0.905)
H (-0.751, 3.972, 1.462)
H (0.539, 3.495, -0.215)
H (1.383, 5.022, -0.026)
H (0.822, 3.990, -2.997)
H (1.740, 5.385, -2.299)
H (-0.305, 5.241, -4.455)
H (0.932, 6.425, -4.303)
H (-1.803, 6.874, -3.381)
H (-0.424, 7.839, -3.169)
H (-1.628, 6.713, -0.992)
H (0.084, 7.072, -0.974)
H (-1.089, 3.184, -1.932)
H (-1.995, 4.436, -2.712)
H (-2.262, 4.210, -0.937)
N (3.473, -4.203, 1.290)
S (2.051, -3.846, 1.634)
O (1.223, -3.419, 0.534)
O (1.671, -3.460, 2.986)
F (1.543, -5.371, 1.595)
S (4.026, -2.631, 0.860)
O (3.442, -1.444, 1.555)
O (4.417, -2.419, -0.564)
F (5.533, -2.653, 1.571)
N (-3.682, -3.092, 4.256)
S (-2.423, -2.648, 5.007)
O (-2.125, -3.150, 6.344)
O (-2.014, -1.262, 4.707)
F (-1.259, -3.536, 4.142)
S (-4.750, -2.715, 5.481)
O (-4.830, -1.282, 5.848)
O (-5.024, -3.645, 6.555)
F (-6.100, -2.887, 4.591)
C (0.160, 1.257, -5.010)
F (-0.328, 2.494, -4.988)
F (-0.817, 0.331, -4.883)
F (0.794, 0.949, -6.101)
S (1.364, 0.984, -3.597)
O (2.000, -0.315, -3.854)
O (2.286, 2.128, -3.595)
N (0.385, 1.045, -2.215)
S (0.798, -0.227, -1.400)
O (0.385, -1.566, -1.904)
O (2.185, -0.203, -0.886)
C (-0.266, -0.035, 0.136)
F (-0.226, 1.129, 0.784)
F (-1.552, -0.382, -0.161)
F (0.134, -0.947, 1.053)
C (1.281, 1.002, 9.498)
F (0.406, 0.002, 9.557)
F (0.600, 2.129, 9.387)
F (2.000, 1.057, 10.645)
S (2.439, 0.722, 7.973)
O (3.527, -0.084, 8.509)
O (1.659, 0.073, 6.868)
N (2.988, 2.348, 7.650)
S (3.365, 2.343, 6.168)
O (4.256, 3.474, 5.919)
O (3.900, 1.072, 5.634)
C (1.708, 2.652, 5.195)
F (1.748, 3.757, 4.527)
F (1.464, 1.739, 4.296)
F (0.649, 2.768, 6.060)

Record 4
Formula: C2H18O7
Source: OMol25
Level of theory: ωB97M-V/def2-TZVPD

HOMO	-10.31	eV
orbital gap	10.75	eV
energy above the lowest of the compared OMol25 structures with the same formula, charge and spin	37.98	kcal/mol
SMILES	CCO.O.O.O.O.O.O
max |F|	3.52	eV Å⁻¹
E_LUMO	0.016	Ha

Geometry (Å):
C (19.769, 16.074, 9.476)
C (19.515, 17.542, 8.995)
O (18.769, 17.412, 7.794)
H (18.899, 15.632, 9.960)
H (20.573, 16.075, 10.213)
H (20.082, 15.472, 8.623)
H (20.538, 17.825, 8.749)
H (19.192, 18.270, 9.739)
H (18.593, 16.505, 7.531)
O (19.156, 18.809, 15.934)
H (18.353, 18.745, 16.451)
H (19.086, 19.653, 15.487)
O (19.049, 22.630, 5.231)
H (18.324, 22.964, 4.704)
H (18.629, 22.115, 5.919)
O (14.279, 13.500, 7.713)
H (13.390, 13.217, 7.499)
H (14.166, 14.121, 8.433)
O (22.762, 20.249, 4.169)
H (23.432, 20.930, 4.107)
H (22.020, 20.682, 4.592)
O (20.247, 14.485, 3.459)
H (20.989, 13.898, 3.315)
H (20.624, 15.243, 3.905)
O (16.667, 11.342, 4.081)
H (16.307, 11.770, 4.857)
H (17.480, 11.815, 3.901)

Record 5
Formula: C2HNO4
Source: OMol25
Level of theory: ωB97M-V/def2-TZVPD

HOMO	-10.92	eV
orbital gap	9.67	eV
energy above the lowest of the compared OMol25 structures with the same formula, charge and spin	90.83	kcal/mol
SMILES	O=CC(=O)[N+](=O)[O-]
max |F|	3.53	eV Å⁻¹
E_LUMO	-0.046	Ha

Geometry (Å):
O (1.352, -0.457, -1.621)
C (0.599, 0.309, -1.104)
C (-0.619, -0.077, -0.209)
O (-1.684, -0.383, -0.710)
N (-0.241, -0.185, 1.259)
O (-0.159, -1.362, 1.636)
O (0.221, 0.741, 1.856)
H (0.529, 1.415, -1.106)